Formula: C19H30BiN4O6S
Source: the Open Molecules 2025 dataset
Level of theory: ωB97M-V with the def2-TZVPD basis set

Summary:
F_max in eV/Å: 1.7
Energy in eV: -55106.6777

```
! RIJCOSX wB97M-V def2-TZVPD def2/J DEFGRID3
* xyz 1 1
Bi -0.53073 -0.04534 -0.19859
C -3.18423 0.06416 0.23541
C -2.73653 -0.87314 1.19051
C -1.79893 -0.24644 2.04401
C -1.63853 1.11736 1.60041
C -2.53173 1.30586 0.47541
C -2.81163 2.63226 -0.14089
C -0.97183 2.22546 2.33891
C -1.21033 -0.83114 3.28161
C -3.16513 -2.29704 1.29811
C -4.18923 -0.18754 -0.83599
H -3.29723 3.28696 0.58411
H -3.45883 2.54626 -1.00919
H -1.88393 3.10666 -0.45299
H -1.66023 2.65256 3.06851
H -0.67773 3.01666 1.65471
H -0.08773 1.87856 2.86881
H -0.72373 -1.78304 3.07921
H -1.99113 -1.00974 4.02101
H -0.48313 -0.15384 3.71761
H -4.07893 -2.37584 1.88481
H -2.39613 -2.88524 1.79301
H -3.36373 -2.72674 0.31811
H -5.20203 -0.10214 -0.44329
H -4.08003 -1.18984 -1.24289
H -4.08283 0.52966 -1.64639
O 4.20977 3.80496 0.28881
C 4.37477 2.79386 1.11471
O 5.31107 2.69216 1.86091
C 3.33337 1.71216 1.08901
C 3.40597 0.55636 1.86281
N 2.33487 -0.19044 1.57701
N 1.58487 0.40936 0.66621
C 2.14517 1.56626 0.34481
C 1.45617 2.38036 -0.71499
O 2.04307 3.32356 -1.22339
O 0.28217 1.98926 -1.02239
H 3.42237 3.73826 -0.31499
H 4.16027 0.27136 2.56981
H 2.03747 -1.11404 1.88361
C 1.83377 -4.56784 0.94401
S 0.24697 -3.66104 0.85041
C 0.05407 -3.81814 -0.96059
O 0.62207 -2.22704 1.07021
H 1.65757 -5.58904 0.62321
H 2.16807 -4.56254 1.97761
H 2.57477 -4.08924 0.31161
H -0.01993 -4.87244 -1.20829
H 0.90187 -3.35264 -1.45369
H -0.86083 -3.31134 -1.25139
C 2.84597 0.90686 -3.55939
N 1.46887 1.01276 -3.97879
C 0.45077 0.39056 -3.37289
N -0.77603 0.66896 -3.87379
O 0.60997 -0.43554 -2.45379
H 3.48327 0.77766 -4.43479
H 2.94147 0.03836 -2.91209
H 3.15167 1.80556 -3.01979
H 1.26747 1.71486 -4.67299
H -0.89363 1.33656 -4.61609
H -1.59363 0.24576 -3.47459
*
```

These are the Mulliken partial charges, in e, on atoms 1 to 8: number 1, Bi, carries 1.48; number 2, C, carries 0.90; number 3, C, carries 0.57; number 4, C, carries 0.65; number 5, C, carries 0.70; number 6, C, carries -0.06; number 7, C, carries -1.55; number 8, C, carries -1.60